{
  "formula": "C34H95N5O11",
  "method": "ωB97M-V with the def2-TZVPD basis set",
  "elements": ["C", "C", "O", "H", "H", "H", "H", "H", "H", "C", "C", "O", "H", "H", "H", "H", "H", "H", "C", "C", "O", "H", "H", "H", "H", "H", "H", "C", "C", "O", "H", "H", "H", "H", "H", "H", "C", "C", "C", "O", "C", "N", "H", "H", "H", "H", "H", "H", "H", "H", "H", "H", "H", "C", "C", "C", "O", "C", "N", "H", "H", "H", "H", "H", "H", "H", "H", "H", "H", "H", "C", "C", "C", "O", "C", "N", "H", "H", "H", "H", "H", "H", "H", "H", "H", "H", "H", "C", "C", "C", "O", "C", "N", "H", "H", "H", "H", "H", "H", "H", "H", "H", "H", "H", "C", "C", "C", "O", "C", "N", "H", "H", "H", "H", "H", "H", "H", "H", "H", "H", "H", "C", "C", "C", "O", "H", "H", "H", "H", "H", "H", "H", "H", "C", "C", "C", "O", "H", "H", "H", "H", "H", "H", "H", "H"],
  "positions_angstrom": [[-22.653, -1.877, 11.425], [-21.306, -1.208, 11.272], [-21.322, 0.023, 11.978], [-22.704, -2.827, 10.846], [-23.466, -1.248, 11.040], [-22.824, -2.179, 12.446], [-21.162, -1.010, 10.228], [-20.541, -1.951, 11.565], [-20.415, 0.402, 12.023], [-21.816, -1.153, 18.826], [-21.286, 0.243, 18.865], [-22.106, 1.128, 18.092], [-21.120, -1.942, 18.997], [-22.148, -1.330, 17.838], [-22.701, -1.332, 19.516], [-20.329, 0.267, 18.413], [-21.307, 0.616, 19.862], [-23.040, 0.899, 18.302], [-15.536, 2.950, 7.836], [-15.955, 4.159, 8.689], [-16.621, 5.178, 7.880], [-14.614, 3.194, 7.378], [-16.267, 2.790, 7.019], [-15.498, 2.120, 8.475], [-15.076, 4.574, 9.161], [-16.617, 3.887, 9.495], [-17.197, 4.706, 7.242], [-22.581, -2.438, 15.557], [-21.281, -1.873, 15.012], [-20.515, -2.987, 14.563], [-23.188, -1.643, 16.007], [-22.336, -3.088, 16.458], [-23.144, -3.041, 14.815], [-20.663, -1.364, 15.750], [-21.418, -1.150, 14.193], [-19.554, -2.849, 14.510], [-14.337, 3.153, 15.361], [-15.737, 3.153, 15.875], [-16.465, 4.411, 15.413], [-17.776, 4.421, 15.933], [-18.372, 5.725, 15.926], [-16.461, 1.988, 15.366], [-14.288, 3.121, 14.238], [-13.828, 2.186, 15.643], [-13.707, 3.992, 15.662], [-15.772, 3.167, 16.977], [-16.590, 4.406, 14.354], [-15.960, 5.339, 15.700], [-17.805, 6.430, 16.564], [-19.331, 5.611, 16.373], [-18.419, 6.258, 14.957], [-16.119, 1.100, 15.769], [-17.435, 2.146, 15.581], [-17.816, -1.918, 16.771], [-16.517, -1.807, 16.010], [-16.954, -1.396, 14.565], [-17.802, -2.359, 14.033], [-17.937, -2.285, 12.620], [-15.600, -0.754, 16.454], [-18.453, -1.043, 16.673], [-17.781, -2.005, 17.852], [-18.353, -2.895, 16.565], [-16.032, -2.811, 15.853], [-15.983, -1.307, 14.003], [-17.431, -0.436, 14.556], [-16.983, -2.585, 12.136], [-18.160, -1.264, 12.331], [-18.798, -2.943, 12.448], [-14.632, -1.016, 16.219], [-15.634, -0.639, 17.452], [-20.404, 1.631, 15.061], [-20.504, 2.770, 14.048], [-19.293, 2.803, 13.142], [-19.251, 1.672, 12.295], [-18.320, 1.727, 11.253], [-21.667, 2.779, 13.189], [-19.712, 1.865, 15.923], [-20.040, 0.725, 14.542], [-21.427, 1.479, 15.439], [-20.487, 3.721, 14.633], [-18.319, 2.843, 13.681], [-19.342, 3.768, 12.579], [-17.291, 1.816, 11.621], [-18.389, 2.585, 10.606], [-18.447, 0.804, 10.707], [-22.511, 2.880, 13.770], [-21.851, 1.956, 12.649], [-14.021, 2.586, 11.332], [-14.388, 1.117, 11.440], [-13.518, 0.135, 10.689], [-13.377, 0.717, 9.445], [-12.965, -0.062, 8.333], [-14.551, 0.566, 12.796], [-14.273, 2.958, 10.326], [-12.995, 2.830, 11.526], [-14.684, 3.191, 12.006], [-15.393, 1.037, 11.034], [-14.147, -0.738, 10.585], [-12.552, -0.087, 11.169], [-12.640, 0.632, 7.556], [-13.802, -0.695, 8.017], [-12.172, -0.816, 8.438], [-15.131, 1.223, 13.337], [-13.754, 0.291, 13.355], [-24.613, 3.005, 15.284], [-23.997, 3.729, 16.439], [-24.632, 3.181, 17.733], [-25.968, 3.664, 17.904], [-26.071, 4.884, 18.553], [-22.535, 3.670, 16.408], [-24.352, 1.962, 15.214], [-24.337, 3.425, 14.334], [-25.689, 3.065, 15.273], [-24.256, 4.782, 16.256], [-24.019, 3.404, 18.608], [-24.745, 2.080, 17.607], [-25.647, 4.843, 19.527], [-27.095, 5.269, 18.622], [-25.547, 5.725, 18.022], [-22.125, 4.463, 16.933], [-22.193, 2.809, 16.876], [-21.151, 3.363, 9.250], [-21.143, 2.501, 7.993], [-20.285, 1.273, 8.035], [-22.483, 2.087, 7.659], [-20.171, 3.831, 9.431], [-21.226, 2.740, 10.124], [-21.902, 4.205, 9.255], [-20.949, 3.140, 7.113], [-20.508, 0.691, 8.917], [-19.191, 1.550, 8.120], [-20.484, 0.690, 7.138], [-23.005, 1.888, 8.431], [-21.690, 7.655, 12.026], [-21.530, 6.247, 12.662], [-22.525, 6.089, 13.808], [-21.707, 5.296, 11.653], [-22.759, 7.757, 11.763], [-21.098, 7.744, 11.165], [-21.441, 8.464, 12.757], [-20.498, 6.132, 12.989], [-22.668, 5.064, 14.150], [-23.528, 6.446, 13.366], [-22.284, 6.723, 14.710], [-21.766, 4.461, 12.106]],
  "atomic_forces_ev_per_a": [[-0.3, -0.7, -0.8], [-0.5, -0.6, 0.0], [0.7, -0.4, 0.2], [0.3, 0.6, 0.2], [0.2, 0.0, 0.3], [-0.2, 0.2, 0.5], [0.3, 0.1, -0.8], [0.0, 0.7, 0.3], [-0.6, 0.0, 0.1], [-1.7, -0.4, 1.0], [-1.1, 0.0, -0.1], [-1.1, -0.4, 0.1], [0.8, -0.4, 0.5], [-0.5, -0.2, -1.1], [1.0, 0.4, -0.7], [1.1, 0.3, -0.2], [0.6, 0.3, 0.9], [0.9, 0.3, -0.2], [-1.6, 1.8, -0.3], [-0.8, 0.2, -1.4], [0.3, -0.8, 0.1], [1.1, -0.2, -0.5], [0.2, -0.1, 0.5], [0.4, -1.5, 0.5], [0.1, 0.6, -0.1], [-0.4, -0.3, 0.3], [0.5, 0.4, 0.7], [0.3, -0.4, 1.4], [0.8, -0.4, -0.5], [-0.2, -0.8, -0.4], [-0.2, 0.0, -0.6], [-0.2, 0.4, -1.3], [0.4, 0.5, 0.4], [-0.4, 0.3, 0.5], [-0.3, -0.2, 0.1], [-0.3, 0.6, 0.2], [1.6, -1.4, -1.2], [-0.8, 0.4, 0.2], [-0.3, 0.0, 0.5], [-0.7, 0.8, 0.3], [1.3, 0.2, 0.2], [0.4, 0.1, -0.2], [-0.4, 0.2, 0.9], [-0.4, 1.0, 0.0], [-0.2, 0.0, 0.3], [0.3, 0.1, -0.1], [0.4, 0.0, -1.2], [0.3, -0.1, 0.1], [0.0, -0.4, 0.0], [-0.9, 0.0, 0.1], [-0.1, -0.8, 0.0], [-0.4, 0.6, -0.1], [-0.2, -0.4, 0.1], [-0.7, -1.5, 1.4], [-0.8, -0.3, -1.9], [2.3, -0.5, 0.4], [0.0, -0.5, -0.2], [0.2, -0.4, 0.6], [0.7, -0.5, -0.1], [-0.2, 0.0, -0.7], [0.9, 0.0, 0.5], [0.4, 1.4, -0.5], [-0.3, 0.8, 0.6], [-0.9, 0.0, -0.1], [-0.3, 0.8, 0.1], [-0.6, -0.1, 0.1], [-0.2, 0.3, -0.2], [0.5, 0.1, -0.7], [-0.7, 0.3, 0.2], [0.0, -0.1, 0.4], [0.0, -0.3, 0.3], [1.1, 0.3, 0.4], [1.3, 1.4, 0.1], [-0.4, 0.2, -0.1], [0.9, 0.0, 0.5], [-1.6, 0.9, 0.8], [-0.7, -0.1, -0.9], [-0.3, 0.2, 0.4], [0.6, -0.4, 0.1], [-0.1, -0.5, -0.6], [-0.6, -0.1, 0.1], [-0.1, -0.8, -0.2], [0.0, -0.4, 0.3], [-0.8, 0.5, -0.4], [0.2, -0.2, -0.4], [0.6, 0.1, -0.2], [0.5, -0.7, -0.2], [-1.2, 0.8, -0.1], [0.2, -0.5, 1.5], [-0.7, 0.3, -0.3], [1.3, 0.5, -1.6], [-0.5, -0.5, 0.0], [-1.1, 0.8, 0.4], [0.4, -0.3, 0.3], [0.6, 0.0, 0.3], [0.6, -0.6, -0.3], [-0.1, -0.1, -0.4], [0.2, -0.9, 0.2], [-0.2, 0.0, 0.0], [-0.3, -0.1, 0.0], [-0.2, 0.3, -0.4], [0.3, 0.5, 0.9], [0.3, -0.7, 0.0], [0.4, 0.4, -0.5], [-0.2, -0.3, -0.9], [0.0, 0.5, 0.2], [-0.6, 0.2, -0.4], [-0.1, -0.8, -0.3], [0.3, 1.9, -0.9], [0.6, -0.2, 0.8], [0.2, -0.6, 0.3], [0.3, 0.4, -0.4], [-0.5, 0.0, 0.4], [-0.1, -0.1, 0.6], [0.1, 0.0, 0.1], [0.2, 0.6, 0.3], [0.3, -0.1, 1.1], [0.0, -0.8, -0.1], [-0.1, -0.7, 0.1], [-0.5, -0.7, -0.4], [-0.3, 0.7, -0.4], [0.5, 0.9, -0.2], [-1.5, 1.1, -0.5], [1.6, 0.6, 0.1], [-0.1, 0.0, -0.5], [-0.1, 0.1, -0.4], [-0.7, -0.4, 0.6], [0.7, -1.1, -0.1], [0.6, -0.3, 0.4], [-0.2, -0.3, 0.3], [-1.0, -0.3, -0.3], [0.2, -0.1, 0.1], [0.0, -0.1, 0.6], [-1.1, -0.4, 2.0], [0.3, 1.3, 0.0], [-1.4, 1.0, -0.1], [-0.5, 0.8, -0.8], [0.5, 0.1, -0.1], [0.9, 0.2, -1.2], [-0.1, -0.7, -0.5], [0.3, 0.2, 0.6], [0.3, 0.0, -0.1], [1.2, -0.5, 0.9], [-0.2, -0.5, -1.0], [0.0, -1.4, 0.3]],
  "mulliken_charge": [-1.3659, 0.4465, -0.5398, 0.4145, 0.3604, 0.1062, 0.4052, -0.2076, 0.1893, -0.8484, -0.2443, -0.3494, 0.4358, -0.0589, 0.3495, 0.2028, 0.3220, 0.1358, -0.9328, 0.0027, -0.5863, 0.2822, 0.5500, 0.0831, 0.3694, 0.0160, 0.3248, -1.7028, 2.0227, -0.6515, 0.2368, 0.3862, 0.3450, -0.3838, -0.4509, 0.4154, -1.1690, 0.4936, -1.0387, -0.2344, -0.8678, 0.2528, 0.0831, 0.2517, 0.4678, 0.2697, 0.1612, 0.6809, 0.4257, 0.1761, 0.3538, 0.0674, -0.1373, -1.4012, 0.2672, 0.3445, -0.4873, -0.5514, -0.5926, 0.1410, 0.4999, 0.2807, 0.2771, 0.1826, -0.3954, 0.3211, -0.0169, 0.3690, 0.2445, 0.2165, -0.8170, 0.8657, -0.8033, 0.8573, -0.5689, 0.0909, 0.1658, -0.7285, 0.5247, 0.2594, -0.1430, 0.3462, -0.3682, -0.1273, 0.4353, -0.1499, -0.1212, -0.9755, 1.2367, -0.8697, -0.2095, -0.9044, 0.0171, 0.0091, 0.4535, 0.0570, -0.4446, 0.3987, 0.3712, 0.2408, 0.3369, 0.3669, -0.4609, 0.2787, -1.7615, 0.7138, -0.6518, -0.3941, -0.7180, 0.0274, 0.3156, 0.4166, 0.4825, 0.2414, 0.4334, 0.1202, 0.3204, 0.2797, 0.2430, 0.2740, -0.1031, -0.4828, 0.4122, -0.1106, -0.6044, 0.2343, -0.1965, 0.3315, 0.2559, -0.4692, -0.0371, 0.4621, 0.3282, -1.6453, 1.0796, -0.6049, -0.5403, 0.3764, 0.4604, 0.3271, -0.1263, -0.1031, 0.3327, 0.2721, 0.1729],
  "orbital_gap_ev": 9.4995,
  "molar_mass_g_mol": 750.2,
  "smiles": "COC[C@H](C)N.COC[C@H](C)N.COC[C@H](C)N.COC[C@H](C)N.COC[C@H](C)N.CC(C)O.CC(C)O.CCO.CCO.CCO.CCO",
  "e_above_lowest_kcal_mol": 3.7
}